1.
Formula: C5H7NO
Source: the OMol25 dataset
Level of theory: ωB97M-V/def2-TZVPD

Summary:
**ΔE to the lowest compared entry with this formula, charge and spin**: 78.60 kcal/mol
**Strongest force on any atom**: 1.2 eV/Å
**Highest occupied orbital energy**: -9.17 eV
**2S+1**: 1
**Net charge**: 0
**SMILES**: C=C[C@]1(C)NC1=O
**Frontier orbital gap**: 10.04 eV

Each line ends with the Löwdin charge.
Cartesian coordinates (Å):
C -1.31 1.24 1.00  0.017
C -0.95 -0.05 0.95  -0.099
C -0.01 -0.30 -0.17  -0.363
C 0.16 -1.48 -1.11  -0.011
N 1.24 0.18 0.59  0.163
C 0.68 0.98 -0.40  -0.473
O 0.90 1.96 -1.04  0.126
H -1.34 1.86 1.89  0.072
H -1.54 1.74 0.06  0.077
H -0.89 -0.72 1.81  0.113
H -0.74 -1.67 -1.70  0.085
H 0.40 -2.39 -0.55  0.085
H 0.98 -1.28 -1.80  0.088
H 2.10 -0.27 0.34  0.119


2.
Formula: C5H7NO
Source: the OMol25 dataset
Level of theory: ωB97M-V/def2-TZVPD

Summary:
**ΔE to the lowest compared entry with this formula, charge and spin**: 153.64 kcal/mol
**Strongest force on any atom**: 7.7 eV/Å
**Highest occupied orbital energy (spin up / spin down)**: -7.33 / -7.33 eV
**2S+1**: 1
**Net charge**: 0
**Frontier orbital gap (spin up / spin down)**: 8.15 / 8.15 eV

Each line ends with the Löwdin charge.
Cartesian coordinates (Å):
C 1.64 -0.76 0.70  -0.022
C 0.76 0.07 1.29  -0.179
C -2.27 0.56 -0.73  -0.059
C -1.86 0.32 0.49  0.069
C 1.50 -0.39 -0.79  -0.188
N 0.11 0.92 0.44  -0.056
O 0.62 0.70 -0.78  -0.151
H 2.31 -1.40 1.16  0.064
H 0.33 0.15 2.25  0.099
H -3.34 0.30 -0.99  0.074
H -1.68 0.85 -1.67  0.093
H -1.96 -0.09 1.38  0.011
H 2.53 -0.01 -1.28  0.149
H 1.32 -1.22 -1.46  0.094


3.
Formula: C5H7NO
Source: the OMol25 dataset
Level of theory: ωB97M-V/def2-TZVPD

Summary:
**ΔE to the lowest compared entry with this formula, charge and spin**: 94.10 kcal/mol
**Strongest force on any atom**: 6.5 eV/Å
**Highest occupied orbital energy**: -9.51 eV
**2S+1**: 1
**Net charge**: 0
**SMILES**: C=CC(=O)N1CC1
**Frontier orbital gap**: 9.33 eV

Each line ends with the Löwdin charge.
Cartesian coordinates (Å):
C 2.87 -0.05 0.07  0.054
C 1.52 -0.46 -0.02  -0.105
C 0.35 0.42 -0.02  -0.459
O 0.25 1.63 0.09  0.086
N -0.81 -0.46 -0.20  -0.097
C -1.99 -0.18 0.80  0.006
C -1.86 0.20 -0.66  -0.264
H 3.71 -0.88 -0.19  0.107
H 2.99 0.99 0.50  0.081
H 1.15 -1.41 -0.54  0.119
H -1.72 0.52 1.52  0.066
H -2.38 -1.24 1.20  0.142
H -2.29 -0.39 -1.47  0.108
H -1.81 1.30 -1.09  0.156


4.
Formula: C5H7NO
Source: the OMol25 dataset
Level of theory: ωB97M-V/def2-TZVPD

Summary:
**ΔE to the lowest compared entry with this formula, charge and spin**: 96.03 kcal/mol
**Strongest force on any atom**: 6.4 eV/Å
**Highest occupied orbital energy (spin up / spin down)**: -9.37 / -9.37 eV
**2S+1**: 1
**Net charge**: 0
**Frontier orbital gap (spin up / spin down)**: 9.45 / 9.45 eV

Each line ends with the Löwdin charge.
Cartesian coordinates (Å):
C -0.58 1.02 0.30  -0.150
C -0.02 -0.31 0.87  -0.075
C 2.71 -0.22 -0.59  -0.482
C -0.65 1.82 -0.78  0.046
C -0.90 -1.49 0.42  -0.107
N 1.70 -0.78 -0.14  0.113
O 3.66 0.04 -1.18  0.115
H -1.31 1.10 1.04  0.068
H 0.01 1.71 -1.60  0.044
H -1.17 2.77 -0.86  0.065
H -0.97 -2.49 0.98  0.099
H -0.85 -1.62 -0.65  0.066
H -2.03 -1.13 0.37  0.119
H 0.42 -0.42 1.80  0.078


5.
Formula: C5H7NO
Source: the OMol25 dataset
Level of theory: ωB97M-V/def2-TZVPD

Summary:
**ΔE to the lowest compared entry with this formula, charge and spin**: 130.37 kcal/mol
**Strongest force on any atom**: 5.1 eV/Å
**Highest occupied orbital energy**: -8.31 eV
**2S+1**: 1
**Net charge**: 0
**Frontier orbital gap**: 8.97 eV

Each line ends with the Löwdin charge.
Cartesian coordinates (Å):
C -0.24 0.00 -2.29  -0.037
C -0.03 1.17 -0.67  0.128
C -1.19 -0.80 -2.13  -0.399
C 0.15 -0.90 0.47  -0.075
C 0.43 1.11 1.67  -0.048
N 0.09 0.50 0.39  -0.315
O -1.96 -1.58 -1.81  0.141
H 0.61 0.26 -2.88  0.052
H 0.92 -1.11 1.32  0.129
H -0.76 -1.35 0.59  0.059
H 0.54 -1.32 -0.49  0.105
H 1.35 0.71 1.99  0.070
H 0.43 2.19 1.39  0.092
H -0.33 1.12 2.45  0.100


6.
Formula: C5H7NO
Source: the OMol25 dataset
Level of theory: ωB97M-V/def2-TZVPD

Summary:
**ΔE to the lowest compared entry with this formula, charge and spin**: 52.71 kcal/mol
**Strongest force on any atom**: 3.7 eV/Å
**Highest occupied orbital energy**: -8.94 eV
**2S+1**: 1
**Net charge**: 0
**SMILES**: C=C(C=O)/N=C\C
**Frontier orbital gap**: 9.23 eV

Each line ends with the Löwdin charge.
Cartesian coordinates (Å):
C 0.04 1.98 -0.85  0.064
C 0.29 0.67 -0.91  -0.372
C 1.64 0.02 -0.38  -0.193
O 2.11 -1.08 -0.58  0.062
N -0.57 -0.34 -1.15  0.070
C -0.88 -1.18 -0.20  -0.159
C -0.82 -0.98 1.29  -0.062
H 0.80 2.70 -0.60  0.058
H -0.93 2.35 -1.18  0.067
H 2.21 0.81 0.14  0.111
H -1.43 -2.08 -0.54  0.112
H -0.23 -1.79 1.72  0.085
H -0.40 -0.01 1.57  0.074
H -1.83 -1.06 1.69  0.082


- The highest ΔE to the lowest compared entry with this formula, charge and spin belongs to which entry?
  number 2